(1)
Formula: C33H27BCl4GeIN4O2ReS2
Source: the OMol25 dataset
Level of theory: ωB97M-V with the def2-TZVPD basis set

```
! wB97M-V def2-TZVPD RIJCOSX def2/J DEFGRID3
* xyz 0 1
Re 0.75476 -1.36854 -1.30866
Cl 5.05611 -0.49074 3.95497
C 4.06820 -1.18959 2.72645
C 3.85669 -2.56435 2.69421
Cl 4.57648 -3.58505 3.88226
C 3.04508 -3.12692 1.70304
Cl 2.83435 -4.82789 1.56120
C 2.41891 -2.29428 0.79833
O 1.59777 -2.70802 -0.18218
C 2.65172 -0.91817 0.80132
O 2.07906 -0.25061 -0.18830
C 3.48499 -0.36588 1.76105
Cl 3.77296 1.33858 1.71500
C 4.50656 0.48076 -2.04899
N 3.44029 1.46373 -2.15418
C 3.51990 2.76914 -1.73540
C 2.29201 3.30856 -1.91387
N 1.46219 2.33582 -2.42280
B -0.07395 2.64435 -2.65302
N -0.66887 1.62845 -3.67803
C -0.43922 1.66207 -5.02799
C -1.08582 0.61551 -5.59505
N -1.70939 -0.06159 -4.57789
C -2.59119 -1.20756 -4.76674
C -1.43957 0.56837 -3.42089
S -2.15130 0.12243 -1.88627
C 2.17801 1.21806 -2.54750
S 1.60959 -0.34460 -3.13552
H 5.46003 1.00086 -2.09292
H 4.43568 -0.22066 -2.87578
H 4.41879 -0.05723 -1.10715
H 4.43297 3.18840 -1.35305
H 1.93182 4.30487 -1.73083
H -0.66155 2.54771 -1.61610
H -0.12882 3.74427 -3.14244
H 0.17125 2.42898 -5.46997
H -1.15830 0.29210 -6.61765
H -2.17707 -1.83230 -5.55372
H -3.58795 -0.86540 -5.04144
H -2.62542 -1.78420 -3.84909
I -0.19846 -3.37795 -2.83094
C -0.84652 -0.53262 -0.90397
Ge -1.35607 -0.31173 1.02221
C -3.29946 -0.50907 1.09854
C -3.88464 -1.71301 1.48904
C -5.26506 -1.85411 1.52347
C -6.08066 -0.78866 1.17111
C -5.51339 0.41912 0.78982
C -4.13321 0.55659 0.75469
C -0.47820 -1.59040 2.18136
C -0.62555 -2.96800 2.01486
C -0.07629 -3.84906 2.93324
C 0.64344 -3.36463 4.01760
C 0.81921 -1.99855 4.17961
C 0.25611 -1.11558 3.26768
C -0.87875 1.50420 1.52778
C -1.65631 2.16954 2.47636
C -1.30685 3.43959 2.91389
C -0.16984 4.05573 2.41009
C 0.61364 3.39901 1.47216
C 0.26210 2.13108 1.03105
H -3.26119 -2.54825 1.78311
H -5.70387 -2.79500 1.83023
H -7.15741 -0.89726 1.19999
H -6.14650 1.25585 0.52269
H -3.70194 1.50718 0.46097
H -1.15008 -3.36320 1.15107
H -0.18863 -4.91574 2.79038
H 1.08862 -4.05544 4.72259
H 1.39970 -1.61931 5.01164
H 0.39516 -0.04830 3.40330
H -2.54508 1.69646 2.87974
H -1.91967 3.94567 3.64905
H 0.10720 5.04456 2.75345
H 1.51069 3.86915 1.08759
H 0.89002 1.62272 0.31015
*
```

## Properties
HOMO level = -7.5 eV
Frontier orbital gap = 6.69 eV
Relative energy (zero: lowest compared OMol25 entry of this formula, charge and spin) = 0.000 eV
E = -6758.273700 Ha

---

(2)
Formula: C3H8BrO3S
Source: the OMol25 dataset
Level of theory: ωB97M-V with the def2-TZVPD basis set

```
! wB97M-V def2-TZVPD RIJCOSX def2/J DEFGRID3
* xyz -1 1
Br 4.27608 -0.45540 0.48196
O 0.89894 -1.62651 0.61076
S 0.32342 -1.28563 -0.62847
O -0.23292 -2.30449 -1.46760
O -0.89379 -0.27312 -0.36765
C -0.72785 0.69361 0.69051
C -2.09839 0.94823 1.31902
C 1.39251 -0.26298 -1.56641
H -0.31163 1.60170 0.24692
H -0.01705 0.29657 1.40795
H -2.85055 0.41033 0.73672
H -2.36772 1.99800 1.37251
H -2.14350 0.50862 2.31725
H 2.30797 -0.82367 -1.73216
H 1.61580 0.60580 -0.95453
H 0.82867 -0.03105 -2.46678
*
```

## Properties
HOMO level = -3.6 eV
Frontier orbital gap = 6.79 eV
Relative energy (zero: lowest compared OMol25 entry of this formula, charge and spin) = 0.186 eV
E = -3317.098086 Ha

---

(3)
Formula: H28O14
Source: the OMol25 dataset
Level of theory: ωB97M-V with the def2-TZVPD basis set

```
! wB97M-V def2-TZVPD RIJCOSX def2/J DEFGRID3
* xyz 0 1
H -0.68542 -0.33022 0.50381
H -0.75890 -0.51692 -0.98669
H -4.67813 0.00515 -0.36689
H -4.38523 -1.21629 0.35766
H -2.45879 2.09542 1.51160
H -2.25782 3.16623 2.47617
H 1.95806 1.30375 0.07030
H 0.75314 1.98636 0.19988
H 0.07467 -1.49566 2.31455
H -1.22311 -1.83516 2.01449
H -2.20965 -2.93767 -4.27756
H -1.85381 -4.35763 -3.80011
H -0.95437 1.42464 -4.65347
H -1.17480 3.04038 -4.59942
H -0.34504 4.70235 -3.45254
H 0.03228 3.32870 -3.05196
H 1.33315 0.28749 5.07047
H 0.91072 -0.63983 3.99163
H 1.52641 -3.89709 -0.71329
H 0.33698 -3.54201 0.20260
H 0.40269 -1.58794 -1.84229
H 0.69409 -3.00471 -2.26224
H 3.89672 -0.29845 0.92570
H 3.09834 -1.64673 0.73942
H 1.30306 3.57062 0.55838
H 0.08223 2.99244 1.40531
H 2.62917 0.26401 2.54155
H 3.01925 -1.26778 2.79377
O -0.65189 0.14523 -0.30665
O -4.12229 -0.26692 0.28161
O -2.59803 3.07449 1.58685
O 1.08306 1.05581 0.28171
O -0.82917 -1.15661 2.47201
O -2.41544 -3.64210 -3.62324
O -0.60285 2.26103 -4.34478
O 0.28211 4.28067 -2.93250
O 0.78073 -0.47205 4.99298
O 1.02512 -4.15523 0.09059
O 1.03114 -2.36503 -1.63186
O 4.00232 -1.23461 0.77456
O 1.00252 3.24595 1.45821
O 2.94675 -0.36409 3.22968
*
```

## Properties
HOMO level = -9.8 eV
Frontier orbital gap = 9.08 eV
Relative energy (zero: lowest compared OMol25 entry of this formula, charge and spin) = 6.252 eV
E = -1069.971220 Ha

---

(4)
Formula: CH2N2O4
Source: the OMol25 dataset
Level of theory: ωB97M-V with the def2-TZVPD basis set

```
! wB97M-V def2-TZVPD RIJCOSX def2/J DEFGRID3
* xyz 0 1
O 1.23780 -1.78357 0.01922
C 1.27230 -0.58941 0.02200
N 0.27224 0.30349 0.07809
O -1.00506 -0.19056 -0.09710
N 2.57838 0.18166 -0.00174
O 2.36901 1.35498 0.04098
O 3.60283 -0.41855 -0.06102
H 0.28221 1.20623 -0.36341
H -0.99943 -0.88159 0.55922
*
```

## Properties
HOMO level = -10.7 eV
Frontier orbital gap = 9.91 eV
Relative energy (zero: lowest compared OMol25 entry of this formula, charge and spin) = 1.842 eV
SMILES = O=C(NO)[N+](=O)[O-]
E = -449.620943 Ha

---

(5)
Formula: C3H10N2O
Source: the OMol25 dataset
Level of theory: ωB97M-V with the def2-TZVPD basis set

```
! wB97M-V def2-TZVPD RIJCOSX def2/J DEFGRID3
* xyz 0 1
C -0.14281 -0.19930 -1.89400
C -1.05058 0.54617 -1.24272
N -2.18676 0.05813 -0.58423
H 0.78710 0.30909 -2.10165
H -0.41430 -1.11229 -2.40702
H -0.71835 1.48285 -0.80553
H -2.61744 -0.72024 -1.05986
H -2.85677 0.75805 -0.33551
N 1.53620 -0.85717 0.66176
C 1.27555 0.31783 1.42020
O 0.49861 0.08526 2.59281
H 1.11253 -1.04027 -0.23381
H 2.11901 -1.47865 1.17597
H 0.83733 1.08413 0.77979
H 2.23044 0.73387 1.75796
H -0.40978 0.03252 2.27584
*
```

## Properties
HOMO level = -8.8 eV
Frontier orbital gap = 9.68 eV
Relative energy (zero: lowest compared OMol25 entry of this formula, charge and spin) = 1.943 eV
SMILES = C=CN.NCO
E = -305.003261 Ha

---

(6)
Formula: C2H12N4
Source: the OMol25 dataset
Level of theory: ωB97M-V with the def2-TZVPD basis set

```
! wB97M-V def2-TZVPD RIJCOSX def2/J DEFGRID3
* xyz 0 1
N 4.72882 4.01528 -3.36971
C 5.08714 3.16800 -2.19823
N 4.00522 2.74930 -1.31668
H 3.83898 4.42414 -3.10060
H 4.36418 3.35924 -4.09387
H 5.86344 3.70214 -1.56100
H 5.53978 2.26462 -2.54680
H 3.35028 2.03178 -1.80256
H 3.27625 3.49094 -1.33602
N -4.37275 -4.59097 2.67891
C -4.91081 -3.19422 2.54566
N -3.94566 -2.28063 2.12520
H -3.66119 -4.57680 3.37949
H -3.80079 -4.72636 1.80951
H -5.31592 -2.87177 3.51393
H -5.90683 -3.22359 1.96646
H -4.25004 -1.31874 2.13153
H -3.89009 -2.42235 1.17478
*
```

## Properties
HOMO level = -9.6 eV
Frontier orbital gap = 10.63 eV
Relative energy (zero: lowest compared OMol25 entry of this formula, charge and spin) = 1.002 eV
SMILES = NCN.NCN
E = -302.364846 Ha